Entry 1:
Below is C30H31BrCl2CoN5O2P as an isolated structure, with properties calculated with ωB97M-V/def2-TZVPD.

Charge   0
Total energy   -185165.04766 eV
Energy relative to the best compared isomer or geometry (same formula, charge and spin)   0.00 kJ/mol
Multiplicity   2
LUMO level (spin up / spin down)   -0.320 / -0.330 eV
Orbital gap (spin up / spin down)   6.978 / 6.959 eV
Maximum force   0.01006 hartree/bohr

```
73
Properties=species:S:1:pos:R:3:forces:R:3
Co -0.0027 1.6517 1.0354 0.0 0.3 0.0
Cl 1.1055 5.1811 -4.5880 0.0 0.0 0.0
C 0.3107 4.3670 -3.2792 0.0 0.0 0.0
C 1.0840 3.9306 -2.2072 0.1 0.0 0.0
C 0.4764 3.2468 -1.1697 -0.1 -0.1 0.0
N 1.0990 2.7139 -0.0377 0.3 0.3 0.1
C 2.3862 2.8643 0.3042 -0.1 -0.1 -0.1
O 3.3102 3.3808 -0.3132 -0.1 0.0 0.1
C 2.6031 2.3069 1.6999 -0.2 0.0 0.0
C 3.8178 2.4531 2.3384 0.0 0.0 0.0
C 3.9434 2.0208 3.6481 -0.2 0.0 0.0
C 2.8308 1.4834 4.2813 0.1 0.0 -0.1
C 1.6490 1.3669 3.5707 0.0 0.0 0.0
N 1.5317 1.7393 2.2948 0.5 -0.1 0.0
C -0.9158 2.9958 -1.2047 0.1 0.0 0.1
C -1.6791 3.4575 -2.2613 0.0 0.0 0.0
C -1.0564 4.1420 -3.3012 0.0 0.0 0.0
Cl -2.0318 4.6737 -4.6340 0.0 0.0 0.0
N -1.3575 2.2309 -0.1185 -0.3 -0.1 -0.2
C -2.6199 1.8609 0.1333 0.1 0.0 -0.1
O -3.6520 2.0935 -0.4867 0.1 0.0 0.1
C -2.6533 1.0092 1.3905 0.2 0.0 0.0
C -3.8513 0.6068 1.9490 0.0 -0.1 0.0
C -3.8295 -0.1780 3.0906 0.2 0.0 0.0
C -2.5998 -0.5730 3.6048 -0.1 0.0 -0.1
C -1.4440 -0.1368 2.9815 0.0 -0.1 -0.1
N -1.4573 0.6702 1.9180 -0.5 0.0 0.2
H 2.1480 4.1097 -2.1873 0.0 0.0 0.0
H 4.6246 2.9161 1.7872 0.0 0.0 0.0
H 4.8819 2.1176 4.1764 0.0 0.0 0.0
H 2.8679 1.1599 5.3115 0.0 0.0 0.0
H 0.7616 0.9780 4.0492 0.0 0.0 0.0
H -2.7414 3.2702 -2.2869 0.0 0.0 0.0
H -4.7661 0.9201 1.4658 0.0 0.0 0.0
H -4.7494 -0.4902 3.5661 0.0 0.0 0.0
H -2.5333 -1.2199 4.4679 0.0 0.0 0.0
H -0.4722 -0.4651 3.3254 0.0 0.0 0.0
C -0.4921 0.8219 -4.9434 0.0 0.0 0.0
C 0.3738 0.4810 -3.7644 0.0 0.0 0.0
C 1.7463 0.2874 -3.8752 0.0 0.0 0.0
C 2.4991 -0.0283 -2.7552 0.0 0.0 0.0
C 1.8255 -0.1109 -1.5496 0.1 0.0 0.0
Br 2.7996 -0.6099 0.0154 0.1 0.1 0.0
N 0.5414 0.1011 -1.3996 0.0 -0.1 0.2
C -0.1725 0.3671 -2.4916 0.0 0.1 0.0
H 0.0218 0.6140 -5.8805 0.0 0.0 0.0
H -0.7567 1.8809 -4.9311 0.0 0.0 0.0
H -1.4213 0.2528 -4.9235 0.0 0.0 0.0
H 2.2323 0.3735 -4.8395 0.0 0.0 0.0
H 3.5632 -0.2007 -2.8127 0.0 0.0 0.0
H -1.2362 0.5148 -2.3366 0.0 0.0 0.0
C -2.8868 -4.1319 0.4736 0.0 0.1 0.0
C -2.2681 -2.7406 0.3468 0.0 0.0 0.0
P -0.4226 -2.5588 0.4660 -0.1 -0.2 0.0
C 0.0182 -3.7235 -0.9133 0.0 0.0 0.1
C 1.5084 -3.9474 -1.1537 0.0 0.0 0.0
C -0.0664 -3.6237 1.9499 0.1 0.1 -0.1
C 1.2861 -3.2918 2.5833 0.0 0.0 0.0
H -3.9753 -4.0591 0.5089 0.0 0.0 0.0
H -2.5621 -4.6339 1.3854 0.0 0.0 0.0
H -2.6349 -4.7698 -0.3725 0.0 0.0 0.0
H -2.6954 -2.0856 1.1097 0.0 0.1 0.0
H -2.5390 -2.2952 -0.6156 0.0 0.0 0.0
H -0.4436 -3.3102 -1.8154 0.0 0.0 0.0
H -0.4639 -4.6831 -0.7115 0.0 0.0 -0.1
H 1.9991 -3.0417 -1.5062 0.0 0.0 0.0
H 1.6571 -4.7210 -1.9085 0.0 0.0 0.0
H 2.0194 -4.2703 -0.2461 0.0 0.0 0.0
H -0.1181 -4.6841 1.6895 0.0 0.0 0.0
H -0.8631 -3.4265 2.6750 0.0 0.0 0.0
H 2.1119 -3.5416 1.9170 0.0 0.0 0.0
H 1.4321 -3.8378 3.5168 0.0 0.0 0.0
H 1.3639 -2.2227 2.7940 0.0 0.0 0.0
```
Positions in Å, forces in eV/Å.

Entry 2:
Below is C30H31BrIrN6O3 as an isolated structure in a non-equilibrium geometry, with properties calculated with ωB97M-V/def2-TZVPD.

Charge   +2
Total energy   -119561.31342 eV
Energy relative to the best compared isomer or geometry (same formula, charge and spin)   295.95 kJ/mol
Multiplicity   2
LUMO level (spin up / spin down)   -7.430 / -8.723 eV
Orbital gap (spin up / spin down)   5.303 / 3.872 eV
Maximum force   0.07477 hartree/bohr

```
72
Properties=species:S:1:pos:R:3:forces:R:3
Ir -1.6805 0.1947 1.2071 1.6 -0.1 -1.7
C 4.6349 -2.4006 -3.1536 0.3 -0.3 -0.1
O 3.5539 -1.5579 -2.7923 -0.2 0.0 0.3
C 3.0744 -0.6700 -3.6857 -0.5 0.7 -0.1
C 3.5735 -0.4405 -4.9620 0.0 -0.2 0.4
C 2.9676 0.4962 -5.7763 -0.4 0.4 0.0
C 1.8933 1.2551 -5.3194 0.4 -0.1 -0.3
C 1.3824 1.0466 -4.0518 0.0 -0.3 0.1
C 1.9395 0.0652 -3.2367 0.8 0.3 -1.1
N 1.4074 -0.3546 -2.0232 -0.8 -0.5 1.5
C 0.5031 0.2188 -1.1739 1.5 1.0 -1.0
N 0.5001 1.5656 -1.1464 0.5 -0.7 -0.5
C -0.2762 2.5143 -0.4929 -0.5 0.1 0.3
C -1.1880 2.2672 0.5382 -0.2 -1.0 -0.2
C -1.8706 3.3523 1.0709 -0.4 -0.4 0.4
C -1.6986 4.6432 0.5733 0.1 -0.5 0.1
C -0.8012 4.8916 -0.4497 0.2 -0.2 -0.1
C -0.0596 3.8453 -0.9764 -0.5 -0.3 0.6
O 0.8666 3.9680 -1.9505 -0.2 -0.7 0.2
C 1.1074 5.2492 -2.5050 0.1 0.5 -0.2
N -0.2072 -0.5304 -0.3599 -2.2 1.8 2.5
C -0.3142 -1.8982 -0.5611 -0.5 -1.0 0.4
C -0.4699 -2.4571 -1.8352 -0.3 0.0 0.2
C -0.4508 -3.8224 -2.0045 0.2 -0.1 0.0
C -0.2356 -4.6477 -0.9079 -0.1 0.2 -0.1
C -0.1874 -4.1205 0.3714 0.0 0.1 0.3
C -0.2922 -2.7523 0.5757 0.2 0.2 -0.9
O -0.3609 -2.1126 1.7734 -0.3 0.0 -0.2
C -0.1321 -2.7991 2.9968 0.2 -0.2 0.4
H 5.5274 -1.8269 -3.4196 -0.1 0.0 0.0
H 4.3554 -3.0530 -3.9842 0.0 0.0 0.0
H 4.8427 -3.0040 -2.2699 0.0 0.1 -0.2
H 4.4297 -0.9795 -5.3322 0.1 -0.2 0.0
H 3.3292 0.6311 -6.7822 0.1 0.1 -0.1
H 1.4508 1.9989 -5.9631 -0.1 0.0 0.0
H 0.5185 1.6100 -3.7337 -0.1 0.0 0.0
H 1.6983 -1.3004 -1.7831 -0.1 0.2 0.0
H 1.1898 2.0099 -1.7516 -0.1 -0.2 0.0
H -2.5769 3.2034 1.8774 -0.1 0.0 0.0
H -2.2684 5.4569 0.9964 0.0 0.0 0.0
H -0.6917 5.8902 -0.8402 0.0 0.1 0.0
H 1.4269 5.9538 -1.7368 0.0 0.0 0.0
H 0.2185 5.6348 -3.0128 0.1 -0.1 0.0
H 1.9124 5.1126 -3.2219 -0.1 0.0 0.0
H -0.6303 -1.8056 -2.6801 0.0 0.1 -0.1
H -0.5780 -4.2397 -2.9886 0.0 -0.1 -0.1
H -0.1379 -5.7131 -1.0364 -0.1 -0.1 0.0
H -0.0704 -4.8004 1.1982 -0.1 0.0 0.1
H 0.5969 -2.2153 3.5617 -0.1 -0.1 0.0
H 0.2687 -3.8005 2.8509 0.0 0.1 0.0
H -1.0655 -2.8720 3.5628 0.1 0.0 -0.1
N -0.1093 0.3584 4.2845 -0.4 -0.2 0.3
C 1.0889 0.5644 4.8560 0.2 0.1 -0.3
C 1.9623 0.9044 3.8467 -0.2 -0.1 0.0
C 1.1885 0.8806 2.6851 0.1 0.0 0.2
N -0.0639 0.5455 2.9626 -0.9 0.1 -1.8
H -0.9747 0.1215 4.7455 0.1 0.0 -0.1
H 1.2397 0.4430 5.9083 0.0 0.0 0.3
H 3.0001 1.1505 3.9281 0.2 0.0 0.1
H 1.4877 1.0992 1.6808 0.0 0.0 -0.3
C -5.0287 -1.5992 4.5573 0.1 0.0 -0.1
C -4.4288 -0.3772 4.8244 0.2 0.0 -0.1
C -3.4523 0.0880 3.9590 -0.1 0.3 0.6
N -3.0500 -0.6013 2.8935 0.6 1.1 -1.1
C -3.6342 -1.7686 2.6305 -0.2 -0.6 -0.2
C -4.6257 -2.3044 3.4331 0.2 0.2 0.1
H -5.7952 -1.9925 5.2075 -0.1 0.0 0.0
H -4.7065 0.2094 5.6853 0.0 0.1 0.0
H -2.9775 1.0463 4.1206 0.0 0.1 0.0
H -3.3039 -2.2933 1.7449 0.0 0.0 -0.1
H -5.0749 -3.2477 3.1694 0.0 -0.1 0.0
Br -3.6670 -0.1274 -0.3765 2.0 0.4 1.4
```
Positions in Å, forces in eV/Å.

Entry 3:
Below is a 4-piece molecular cluster, C30H31F31O5P2S overall in a non-equilibrium geometry, with properties calculated with ωB97M-V/def2-TZVPD.

Charge   0
Total energy   -155502.14566 eV
LUMO level   -0.168 eV
Orbital gap   8.398 eV
Maximum force   0.08737 hartree/bohr

```
100
Properties=species:S:1:pos:R:3:forces:R:3
C 1.9530 -0.4124 -0.8970 0.2 -0.2 -1.2
C 1.2004 0.0246 -2.2444 0.3 0.9 1.2
P 1.8591 -0.9186 -3.7194 0.3 0.1 0.3
C 2.5972 0.3540 -4.9105 -0.3 0.8 -0.2
C 4.1144 0.5533 -4.4934 -1.0 -0.8 0.2
P 0.3637 -2.0980 -4.7437 0.5 -0.6 -0.5
C 0.4130 -3.8247 -3.9397 0.0 -0.3 0.2
C 1.8710 -4.4180 -4.1384 0.4 1.3 0.4
C 2.8180 -4.1527 -2.9203 1.1 0.0 0.5
C 2.3666 -4.0271 -1.5522 1.8 0.2 -0.6
C 3.3297 -3.7428 -0.5146 0.5 0.0 -0.6
C 4.7477 -3.5699 -0.7705 -1.9 -0.6 -1.8
C 5.1871 -3.7380 -2.1432 -1.3 -0.1 0.5
C 4.2398 -4.0260 -3.2028 -0.2 0.3 2.0
S -1.6350 -1.2489 -4.4820 -0.5 2.7 -3.5
O -2.2125 -1.2734 -5.8322 0.3 -1.5 1.4
O -1.6059 0.1521 -4.0571 0.3 -1.7 1.6
C -2.7709 -2.3167 -3.4633 -1.9 -0.6 0.3
F -4.0566 -1.9027 -3.7562 1.4 -0.1 0.5
F -2.7363 -3.6361 -3.8444 0.7 1.5 0.3
C -2.5965 -2.2266 -1.9017 -0.5 -1.5 0.8
F -3.0524 -3.4348 -1.3944 0.3 1.3 -0.4
F -1.2997 -2.1189 -1.4801 -0.9 0.2 -0.9
C -3.4538 -1.1228 -1.1789 -0.2 1.1 1.6
F -4.7682 -1.4044 -1.0889 1.3 -0.1 -0.5
F -3.3072 0.1204 -1.6757 0.0 -1.3 0.0
F -2.9872 -1.0722 0.1242 -0.3 -0.2 -1.3
H 2.5003 0.4640 -0.4821 -0.6 -0.7 0.0
H 1.2640 -0.8878 -0.1619 0.6 0.5 -0.5
H 2.7276 -1.1541 -1.2144 -0.6 0.5 0.7
H 1.4647 1.1088 -2.3849 -0.4 -1.0 -0.3
H 0.0974 -0.0050 -2.1083 0.8 -0.1 -0.4
H 2.0617 1.3415 -4.8376 0.4 -1.0 0.0
H 2.4822 0.0234 -5.9771 0.2 0.1 1.0
H 4.6760 -0.3532 -4.8227 -0.2 0.9 0.2
H 4.1448 0.5543 -3.3718 0.3 0.3 -0.9
H 4.5306 1.4936 -4.9179 -0.2 -0.8 0.3
H -0.3107 -4.5092 -4.4546 0.4 0.9 0.4
H 0.1232 -3.7157 -2.8714 0.3 -0.5 -0.8
H 1.8719 -5.4931 -4.4288 -0.3 0.7 0.4
H 2.3355 -3.8599 -5.0014 -0.3 -0.7 0.7
H 1.2903 -4.1214 -1.2882 1.0 0.0 -0.2
H 2.9498 -3.6326 0.5291 0.4 -0.1 -1.0
H 5.4425 -3.3219 0.0550 -0.5 -0.2 -0.7
H 6.2739 -3.6394 -2.3722 -1.1 -0.1 0.1
H 4.6399 -4.1234 -4.2344 -0.5 0.1 0.8
F -4.6142 1.1454 4.9348 -0.1 -0.1 -0.1
C -4.8335 1.3595 3.6220 0.1 0.8 0.1
F -5.7415 2.3667 3.5435 -0.1 -0.2 -0.2
C -5.3618 0.1191 2.9057 -0.5 -0.8 0.3
F -6.5698 -0.2444 3.3925 0.1 0.2 0.1
F -5.5690 0.4608 1.5984 0.4 0.2 0.0
C -4.4311 -1.1073 2.9014 0.2 -0.6 -0.6
O -4.6884 -2.1194 3.8736 -0.1 0.8 0.8
C -4.1366 -1.9605 5.1449 0.5 -0.2 -1.3
F -3.2626 -0.9367 5.1474 0.0 -0.1 0.4
F -3.4112 -3.0762 5.3844 -0.3 0.0 0.3
C -5.2077 -1.8243 6.2302 -0.5 0.0 0.5
F -6.0057 -0.7609 6.0018 0.1 -0.1 -0.1
F -4.6326 -1.6360 7.4416 0.3 -0.1 -0.2
H -3.9077 1.7088 3.1640 0.0 -0.2 0.0
H -4.6054 -1.6094 1.9492 -0.2 0.1 0.1
H -3.3770 -0.8259 2.8761 -0.1 0.2 0.2
H -5.8342 -2.7179 6.2732 0.1 -0.1 -0.1
F -2.6641 6.2342 0.0605 0.0 -0.2 0.1
C -3.0485 5.4430 1.0795 -0.1 0.6 0.6
F -2.3691 5.8653 2.1762 0.0 -0.3 0.0
C -2.7462 3.9683 0.8154 0.5 -0.4 -0.7
F -1.4151 3.7583 0.7076 -0.1 0.2 0.1
F -3.1516 3.2636 1.9157 -0.2 0.3 0.0
C -3.4563 3.3371 -0.3988 -0.4 -0.7 -0.2
O -2.7087 3.2343 -1.6065 0.3 1.1 0.2
C -2.6846 4.3407 -2.4573 -1.1 -0.9 0.3
F -3.5772 5.2618 -2.0471 0.2 0.2 -0.3
F -3.1186 3.9039 -3.6580 0.4 0.2 -0.1
C -1.2756 4.9156 -2.6197 0.7 0.2 -0.1
F -0.7651 5.3071 -1.4322 -0.2 -0.2 0.0
F -1.2987 6.0068 -3.4204 -0.3 -0.2 0.0
H -4.1150 5.5990 1.2648 0.0 -0.1 0.0
H -3.6496 2.2983 -0.1232 0.2 0.1 0.1
H -4.4450 3.7669 -0.5689 0.2 0.2 0.1
H -0.6008 4.1747 -3.0539 -0.2 -0.1 0.0
F 3.5421 0.8208 2.0465 0.0 0.1 0.1
C 3.0848 2.0231 2.4493 -0.5 0.1 -0.6
F 3.0267 2.8053 1.3417 0.1 0.2 0.2
C 3.9907 2.6639 3.4994 0.8 0.0 0.3
F 5.2163 2.9194 2.9879 -0.2 -0.1 -0.2
F 3.4535 3.8769 3.8152 -0.4 -0.2 -0.1
C 4.1483 1.8895 4.8218 0.0 0.2 0.8
O 5.3162 1.0831 4.9638 -0.2 -0.5 -1.1
C 5.2808 -0.2120 4.4459 -0.7 0.7 1.1
F 4.0263 -0.5302 4.0750 0.3 -0.4 -0.2
F 5.5926 -1.0374 5.4696 0.3 -0.1 -0.3
C 6.2974 -0.4151 3.3192 0.5 0.0 -0.5
F 6.0723 0.4341 2.2955 0.0 0.0 0.2
F 6.2061 -1.6718 2.8194 -0.2 0.0 0.3
H 2.0650 1.9043 2.8263 0.1 0.0 0.1
H 4.2575 2.6477 5.5991 0.1 0.1 -0.2
H 3.2430 1.3436 5.0928 0.0 -0.1 -0.3
H 7.3156 -0.2530 3.6794 -0.1 0.0 0.2
```
Positions in Å, forces in eV/Å.